[1]
This record from the Open Molecules 2025 dataset describes a 4-piece molecular cluster, C29H61N4O3P overall. The level of theory is ωB97M-V with the def2-TZVPD basis set.

Results
2S+1: 4
Orbital gap (alpha / beta) in eV: 4.655 / 4.163
HOMO (alpha / beta) in eV: -2.99 / -2.99
Lowest unoccupied orbital energy (alpha / beta) in eV: 1.7 / 1.2
Net charge: -1

Cartesian coordinates (Å):
H  -2.013  7.592  -4.904
N  -2.476  -3.647  3.043
H  -0.122  1.950  1.627
H  -1.784  -5.449  5.202
C  -0.925  1.227  -0.908
H  -2.887  -1.192  4.447
H  -1.246  1.259  -1.956
C  -2.178  7.899  0.472
C  5.367  -0.306  -3.094
H  2.196  -2.959  0.244
H  -2.722  -7.096  2.890
H  -2.410  -0.286  -0.541
H  -1.350  -2.838  5.551
C  -2.502  2.942  2.021
H  1.416  2.548  -1.527
H  -0.073  0.539  -0.875
C  -2.201  -1.203  3.599
H  -1.978  2.032  2.315
C  -2.066  0.647  -0.082
H  -3.692  1.708  -0.987
C  -1.155  -5.337  1.801
C  3.883  -1.937  -4.325
O  1.799  -0.582  -2.641
H  3.319  -4.134  -1.718
H  -3.764  4.962  0.802
H  -3.723  -6.100  3.921
N  -1.149  7.787  -4.382
H  2.091  -3.384  -2.714
H  -1.708  0.377  0.917
C  -1.916  8.049  -0.718
H  -3.425  2.942  2.607
H  0.579  3.525  1.232
H  4.222  0.652  -5.216
C  -1.504  -2.571  3.402
H  5.953  -0.029  -3.974
C  2.065  -2.068  -0.374
O  -2.059  3.959  -1.434
H  0.089  -2.162  4.819
H  2.531  0.366  -4.878
H  -1.032  -2.376  1.263
H  0.389  -4.513  5.597
H  5.111  -3.280  -3.155
H  3.911  -4.081  -4.140
H  0.111  3.175  -2.509
O  -3.502  -3.566  3.889
H  -1.917  3.804  2.351
C  -4.022  3.968  0.426
N  3.070  -0.728  -2.259
C  3.502  0.526  -4.405
H  4.711  -1.004  -0.234
H  4.650  -1.895  -5.104
C  -3.121  -6.086  3.011
C  -1.975  -5.053  3.077
H  -0.176  -4.865  1.788
C  4.077  -3.207  -3.503
H  -4.849  3.587  1.032
H  5.397  0.546  -2.410
H  5.341  -2.362  -1.183
C  -0.524  -2.315  2.229
H  -2.804  8.404  -2.934
H  1.061  -2.138  -0.797
H  -0.089  -1.314  2.291
P  -1.466  7.893  -2.608
H  -2.759  -0.918  2.703
H  3.462  1.467  -3.850
H  -0.638  -6.330  4.216
C  0.350  2.531  0.837
C  0.519  3.172  -1.497
H  1.307  2.036  0.645
H  -2.029  6.539  -2.604
C  -1.130  -5.358  4.327
H  2.924  -2.014  -4.849
H  0.833  4.190  -1.250
N  -1.632  3.558  -0.238
H  -0.960  -6.409  1.695
C  -0.077  -4.297  4.631
H  -4.410  4.077  -0.587
C  3.913  -0.646  -3.488
H  -1.700  -5.023  0.906
H  -0.890  9.215  -2.570
C  3.107  -3.249  -2.325
H  -4.004  1.210  0.661
H  -2.491  7.463  1.447
C  3.168  -1.985  -1.451
C  -3.233  1.626  0.004
C  -0.701  -2.904  4.670
C  4.479  -1.997  -0.626
H  5.907  -1.132  -2.637
H  2.098  -1.198  0.289
H  4.393  -2.665  0.235
H  0.329  -2.992  2.216
H  -3.783  -5.888  2.164
H  -1.467  -0.418  3.794
H  -0.500  7.017  -4.575
C  -2.809  3.018  0.505
H  -0.186  7.280  -2.276
H  0.729  -4.340  3.891
C  -0.485  2.630  -0.457

---

[2]
This record from the Open Molecules 2025 dataset describes a 3-piece molecular cluster, C29H62B3F6N3O18P3 overall. The level of theory is ωB97M-V with the def2-TZVPD basis set.

Results
Orbital gap in eV: 6.228
HOMO in eV: -4.54
Lowest unoccupied orbital energy in eV: 1.7
Net charge: -1

Cartesian coordinates (Å):
H  -5.580  -1.334  1.453
H  0.183  -1.651  6.881
C  2.242  3.282  -2.523
H  6.933  -3.713  -3.175
C  -3.603  5.728  0.974
H  -1.403  -0.959  4.811
B  -1.538  1.601  0.554
O  5.378  -2.063  -3.823
H  4.350  3.304  2.286
O  -4.594  -3.822  6.342
N  -5.950  3.400  0.878
O  7.085  -4.238  -5.194
H  6.940  -0.877  -3.163
O  -3.601  -2.115  3.954
H  6.198  -6.506  -4.233
C  -5.870  -3.854  6.959
O  2.754  2.881  -3.721
H  -2.560  1.170  -3.673
H  -0.080  -2.520  -3.432
C  -3.453  -3.517  4.220
H  5.655  0.520  1.515
C  5.907  -3.567  -5.662
H  -0.143  -3.397  6.980
C  6.134  -5.730  -3.463
C  4.674  2.626  1.379
C  4.595  1.024  1.702
H  6.784  -1.631  -5.301
H  3.899  -7.025  -2.831
H  -4.638  -5.213  4.846
H  -0.539  -0.096  1.199
O  2.427  4.758  -2.303
H  5.996  -3.554  -6.754
H  5.008  -4.139  -5.428
H  5.064  -1.581  -5.785
O  3.419  0.366  -2.173
F  -0.370  2.962  -4.360
C  4.237  0.732  3.309
H  3.180  -0.136  -3.009
H  1.952  1.107  3.876
H  -4.040  5.457  -2.373
C  -0.910  2.335  -1.920
P  -0.140  -0.322  -4.026
C  -2.145  2.454  -0.750
H  6.400  -6.161  -2.492
C  -2.101  -1.104  5.645
F  -5.492  0.720  -3.065
C  -3.460  5.896  -1.427
H  3.807  0.422  1.082
H  -3.841  -0.265  4.733
O  -0.957  -0.960  -5.263
H  -6.145  0.996  1.343
O  0.225  2.285  -1.115
H  4.442  1.655  3.999
H  -3.986  6.912  -1.144
O  -1.229  2.209  1.882
H  2.569  -0.699  4.187
H  8.115  -4.938  -3.601
H  -2.051  -0.237  6.313
H  -6.955  3.202  1.147
H  -4.709  6.080  1.227
C  3.827  -6.243  -3.590
P  -5.161  1.990  0.892
H  0.022  -2.632  5.389
C  -5.721  -1.064  -0.476
H  -2.354  6.131  -1.757
H  -3.730  -0.447  0.399
H  5.440  -0.007  -3.618
H  1.775  3.891  0.350
O  -1.203  0.133  0.483
O  -1.738  -2.255  6.411
C  1.574  2.315  -1.396
F  -5.387  3.001  -2.411
H  1.968  -1.256  -0.908
F  -2.462  3.717  -3.567
B  2.170  0.740  -1.419
P  -1.510  0.678  -2.762
C  3.880  3.069  -0.025
H  4.076  4.246  -0.095
H  2.836  -5.784  -3.537
C  2.270  2.877  0.034
H  4.885  -0.215  3.635
O  1.552  -0.379  -0.660
H  -2.514  -3.722  4.736
H  -3.380  -3.992  3.235
N  -6.263  -1.566  0.694
H  -5.582  -3.734  4.509
C  5.808  -2.116  -5.185
H  -3.201  5.123  1.905
H  -4.233  -1.547  5.866
C  2.651  0.239  3.459
O  4.797  -5.235  -3.357
H  4.439  2.611  -0.942
F  -7.006  1.660  -1.310
H  -3.693  -0.744  -1.512
H  -6.364  -1.261  -1.461
H  -5.750  -3.572  8.009
O  -1.083  4.792  0.347
O  1.212  0.488  -4.702
H  5.514  -0.953  -2.113
H  5.816  2.903  1.167
C  7.096  -4.591  -3.804
H  3.952  -6.672  -4.590
N  -3.538  4.876  -0.300
H  -6.543  -3.130  6.486
H  -6.295  -4.858  6.905
O  -3.329  2.023  -1.348
C  5.846  -0.906  -3.154
B  -2.267  4.036  -0.201
H  -4.155  2.087  1.919
C  -4.305  -0.273  -0.634
H  2.024  2.050  0.858
H  -2.063  2.483  2.363
C  -4.431  1.392  -0.744
C  -3.521  -1.249  5.094
H  -0.322  4.758  -0.305
C  -0.340  -2.484  6.411
F  -0.479  4.782  -2.859
H  2.184  -0.100  2.441
H  -2.936  6.700  0.787
O  0.495  -1.739  -3.161
C  -5.652  1.608  -1.882
H  1.656  -0.159  -5.338
C  -1.062  3.447  -3.104
C  -4.656  -4.122  4.946

---

[3]
This record from the Open Molecules 2025 dataset describes a 4-piece molecular cluster, C29H62Cl2IN2O16P3S overall. The level of theory is ωB97M-V with the def2-TZVPD basis set.

Results
Orbital gap in eV: 9.064
HOMO in eV: -9.05
Lowest unoccupied orbital energy in eV: 0.0
Net charge: 0

Cartesian coordinates (Å):
O  1.871  -0.867  3.269
P  -4.913  3.330  -3.472
H  7.188  -7.114  4.004
H  -3.113  4.415  -6.237
H  3.243  -5.096  6.197
O  -4.447  7.678  -10.619
H  7.831  -6.960  8.834
Cl  4.822  2.590  0.956
C  3.792  -4.619  7.005
H  -6.030  6.730  -11.564
H  -0.068  -1.588  -0.258
H  4.508  -3.813  0.828
C  1.130  0.177  2.547
C  4.211  -4.776  1.249
H  -5.008  -0.136  -3.299
O  -5.460  1.850  -3.406
C  1.514  0.570  6.032
C  7.590  -6.118  4.188
H  3.775  1.052  -0.520
S  -3.176  -5.864  2.221
H  3.475  -3.585  7.108
C  -2.955  -4.224  1.459
O  -2.063  7.266  -10.247
H  -5.896  6.112  -2.919
C  -0.958  -3.048  2.564
H  -1.246  -3.419  0.448
H  -3.337  3.466  -11.610
H  -6.247  4.935  -1.635
H  2.318  -4.733  0.256
O  7.163  -6.114  7.106
C  -1.411  -0.126  1.817
H  -4.574  5.269  -5.723
O  -3.426  5.442  -11.148
H  -7.547  5.479  -2.725
H  -1.786  -0.400  2.802
H  2.616  1.258  4.327
N  0.855  0.617  -1.642
P  -3.462  6.573  -10.045
C  2.058  -3.852  2.223
H  4.605  -4.794  2.268
C  3.479  0.255  1.483
H  -3.370  -4.262  0.454
H  5.218  0.400  0.233
H  -1.667  1.812  2.672
O  0.040  0.452  -0.504
H  -0.718  1.857  1.211
C  -1.456  -3.920  1.392
C  0.932  -1.799  3.563
O  0.702  -2.194  4.663
H  -3.495  -3.462  2.015
H  1.781  1.155  6.908
H  0.509  0.172  6.170
C  0.048  -0.654  1.689
H  -1.791  -2.491  2.992
H  0.925  -3.248  0.628
H  -0.317  0.606  4.154
H  -6.379  8.296  -10.797
O  -4.013  3.742  -2.391
C  4.308  0.964  0.427
H  -2.396  9.307  -10.052
H  -0.888  -4.854  1.405
H  -4.159  0.747  -4.590
O  0.870  1.731  -1.980
C  -1.602  1.411  1.662
C  -1.814  8.515  -9.584
H  -2.933  2.953  1.033
H  -3.760  1.444  1.328
O  5.201  -4.587  6.721
C  2.159  0.985  1.746
H  3.308  -0.766  1.131
H  1.507  -0.880  0.085
C  -2.846  1.870  0.916
H  -0.629  -3.724  3.354
C  -3.683  4.077  -10.781
C  -6.490  5.240  -2.650
H  2.398  1.897  2.293
H  0.237  1.978  3.217
C  0.439  -0.739  0.200
N  1.280  -2.858  1.489
H  3.608  -5.155  7.935
H  4.069  0.222  2.399
C  2.687  -4.887  1.275
O  -3.785  6.100  -8.696
H  -3.147  3.811  -9.873
H  2.407  -5.893  1.587
C  6.902  -6.553  8.444
H  7.808  -5.630  3.243
H  4.679  -5.586  0.691
C  -5.841  7.358  -10.693
H  1.455  -4.380  2.972
H  -2.785  1.693  -0.154
H  2.201  -0.275  5.981
H  -4.751  3.923  -10.631
H  -3.655  0.943  -2.889
O  -4.286  3.372  -4.926
I  1.495  3.497  5.205
O  5.046  -7.037  5.963
H  -4.503  -5.816  2.391
H  1.732  1.316  0.800
H  8.498  -6.186  4.785
H  2.871  -3.347  2.753
H  -2.063  8.442  -8.525
O  6.621  -5.300  4.860
P  5.918  -5.875  6.150
H  -3.186  5.115  -4.604
H  6.589  -5.706  9.055
H  6.134  -7.327  8.453
C  0.560  1.052  3.680
H  -6.169  6.850  -9.785
C  -3.760  4.626  -5.391
C  -4.502  0.790  -3.558
Cl  -2.484  -1.001  0.664
H  -0.754  8.721  -9.697
C  1.623  1.389  4.743
C  0.244  -2.151  2.240
O  -6.249  4.171  -3.578

---

[4]
This record from the Open Molecules 2025 dataset describes a 4-piece molecular cluster, C29H62O12 overall. The level of theory is ωB97M-V with the def2-TZVPD basis set.

Results
Orbital gap in eV: 9.596
HOMO in eV: -9.08
Lowest unoccupied orbital energy in eV: 0.5
Net charge: 0

Cartesian coordinates (Å):
C  1.293  1.916  0.718
H  11.010  1.437  -5.384
H  6.323  1.479  -3.103
H  9.446  -1.764  -6.815
O  2.971  -0.076  -2.151
H  -6.916  -0.263  5.509
H  -6.299  -0.343  -2.583
H  2.568  0.885  -3.917
C  -8.025  -2.820  -2.454
H  -8.316  -3.877  -2.441
H  -8.647  -2.277  -1.745
H  3.630  -1.738  -3.217
H  0.684  2.104  -3.200
C  2.028  0.491  -3.046
O  -1.929  2.747  6.694
C  3.116  -1.472  -2.286
H  -3.298  0.647  0.753
C  -4.476  -2.290  -2.983
H  4.414  1.746  -5.190
O  2.572  2.356  0.303
C  -2.597  -1.488  7.591
C  0.769  0.811  -0.170
C  1.270  1.631  -2.408
H  -5.419  0.807  -3.593
O  7.783  -1.447  -3.904
H  -3.330  -1.129  0.824
C  -2.866  -0.835  6.231
H  -2.463  -0.325  -0.498
H  -3.558  0.864  -1.979
H  11.277  -0.119  -4.574
H  -6.173  -3.070  -4.021
H  -4.717  -1.982  6.164
H  3.714  -1.820  -1.445
O  -1.535  0.347  4.529
H  -0.847  3.538  4.224
C  10.962  0.357  -5.510
H  0.228  1.444  4.660
H  -1.992  -2.396  7.504
H  -2.094  2.415  3.521
H  5.095  1.088  -6.696
C  5.028  0.945  -5.619
O  -4.534  -0.334  -0.596
H  -4.203  0.415  4.425
C  2.810  3.721  0.557
O  -3.639  3.404  5.391
H  4.547  -0.021  -5.422
C  -4.893  -0.386  4.714
H  -3.709  -2.197  4.747
H  1.316  -0.268  -3.391
C  -3.343  -0.270  0.154
H  -6.090  1.290  5.482
C  -4.573  0.579  -1.678
H  7.788  -2.715  -5.444
H  -3.134  0.216  6.409
H  8.550  0.483  -3.730
C  -1.511  2.693  4.401
H  -0.693  -0.912  5.975
C  -2.508  3.022  5.489
C  -0.913  1.761  6.508
H  -5.907  -0.161  2.832
H  -3.748  -2.814  -3.607
H  -4.819  -1.541  2.864
C  -4.055  -1.450  5.471
O  9.629  0.029  -5.827
H  2.144  -1.977  -2.259
H  -4.073  -2.241  -1.969
H  0.044  2.180  6.843
H  5.559  -0.077  -3.486
H  7.740  -0.223  -2.330
O  0.313  1.235  -1.442
H  7.220  -1.102  -5.881
H  10.083  -1.880  -5.158
C  -5.746  -3.109  -3.012
H  1.495  -0.001  -0.252
H  -8.201  -2.415  -3.457
C  -1.596  -0.806  5.364
H  -1.604  -1.655  4.672
C  7.963  -1.647  -5.294
H  -1.076  0.884  7.136
H  -0.123  0.410  0.318
H  1.365  1.526  1.744
C  6.397  0.584  -3.735
H  -6.409  -1.595  3.708
H  -5.106  1.486  -1.360
C  -5.539  -0.980  3.462
H  1.997  4.346  0.171
H  -5.489  -4.152  -2.785
C  9.359  -1.361  -5.796
H  2.932  3.917  1.629
C  -5.948  0.222  5.663
H  -2.120  -0.794  8.290
O  -4.584  -1.005  -3.566
H  11.652  0.064  -6.309
O  6.334  0.975  -5.097
C  -0.813  1.466  5.004
H  0.580  2.748  0.712
H  3.731  3.992  0.045
H  -5.654  0.092  6.708
H  1.958  2.380  -2.011
C  -5.301  -0.002  -2.867
H  -3.543  -1.788  8.052
C  7.695  -0.120  -3.417
O  -6.685  -2.646  -2.059

---

- net charge of number 2 (C29H62B3F6N3O18P3)?
  -1

---

- Look up the net charge of the fourth one.
  0